[1]
{
  "formula": "C20H31N3O8",
  "method": "wB97M-V/def2-TZVPD",
  "species": ["N", "C", "C", "C", "C", "C", "C", "C", "N", "C", "C", "C", "C", "O", "N", "C", "O", "H", "H", "H", "H", "H", "H", "H", "H", "H", "H", "H", "H", "H", "H", "H", "C", "C", "O", "C", "O", "O", "C", "H", "H", "H", "H", "H", "H", "H", "H", "C", "C", "O", "C", "O", "O", "C", "H", "H", "H", "H", "H", "H", "H", "H"],
  "positions_angstrom": [[4.141, -3.099, 3.267], [3.776, -3.731, 1.935], [4.360, -2.873, 0.633], [3.144, -1.884, 0.150], [3.200, -0.363, 0.760], [4.669, 0.403, 0.969], [4.777, 1.959, 1.568], [6.287, 2.570, 1.765], [6.415, 4.056, 1.512], [3.367, 2.758, 1.916], [1.948, 1.966, 1.699], [1.815, 0.434, 1.130], [0.234, 0.007, 1.054], [-0.393, -1.060, 0.552], [-0.526, 1.168, 1.730], [0.385, 2.392, 1.955], [0.036, 3.624, 2.345], [3.380, -2.490, 3.643], [5.048, -2.588, 3.193], [2.585, -3.764, 1.885], [4.248, -4.809, 1.871], [5.335, -2.326, 0.984], [4.697, -3.602, -0.247], [3.253, -1.777, -1.032], [2.064, -2.338, 0.319], [5.683, -0.163, 0.694], [6.990, 2.031, 0.967], [6.713, 2.270, 2.839], [6.268, 4.499, 2.467], [7.441, 4.240, 1.302], [3.378, 3.850, 2.336], [-0.929, 0.801, 2.644], [-7.263, -3.128, 1.035], [-6.105, -4.081, 1.279], [-5.097, -3.945, 0.271], [-4.324, -2.834, 0.351], [-4.412, -1.957, 1.199], [-3.453, -2.845, -0.688], [-2.655, -1.665, -0.780], [-7.670, -3.270, 0.029], [-8.057, -3.291, 1.768], [-6.944, -2.084, 1.103], [-6.469, -5.111, 1.223], [-5.669, -3.946, 2.277], [-2.120, -1.476, 0.156], [-3.282, -0.813, -1.047], [-1.917, -1.816, -1.573], [-0.811, 2.496, -2.158], [-2.298, 2.585, -1.855], [-2.991, 3.327, -2.864], [-3.173, 2.692, -4.048], [-2.804, 1.558, -4.319], [-3.810, 3.540, -4.893], [-3.960, 3.025, -6.216], [-0.388, 3.497, -2.292], [-0.282, 1.991, -1.346], [-0.623, 1.946, -3.083], [-2.442, 3.124, -0.913], [-2.749, 1.593, -1.732], [-4.466, 2.054, -6.208], [-2.983, 2.950, -6.698], [-4.575, 3.728, -6.785]],
  "orbital_gap_ev": 7.3,
  "energy_ha": -1546.46743,
  "smiles": "NCCCc1cc(CN)cc2c1C(=O)NC2=O.CCOC(=O)OC.CCOC(=O)OC",
  "lumo_energy_ha": -0.0605,
  "de_lowest_kj_mol": 1019.86
}


[2]
{
  "formula": "C22H26FN5S",
  "method": "wB97M-V/def2-TZVPD",
  "species": ["C", "C", "C", "C", "C", "C", "C", "F", "C", "C", "N", "C", "C", "N", "S", "N", "C", "H", "H", "H", "H", "H", "H", "H", "H", "H", "H", "H", "H", "H", "H", "H", "H", "N", "C", "C", "C", "C", "C", "H", "H", "H", "H", "H", "N", "C", "C", "C", "C", "C", "H", "H", "H", "H", "H"],
  "positions_angstrom": [[3.535, -3.135, 1.750], [2.931, -2.320, 2.905], [1.991, -1.209, 2.521], [0.867, -0.961, 3.234], [-0.062, 0.103, 2.969], [-1.282, 0.137, 3.851], [-2.417, -0.679, 3.255], [-2.953, 0.011, 2.164], [0.136, 0.971, 1.941], [-0.809, 2.117, 1.602], [-0.211, 3.384, 1.247], [0.638, 3.941, 2.283], [1.301, 0.734, 1.148], [1.654, 1.432, 0.062], [3.016, 0.812, -0.484], [3.254, -0.367, 0.576], [2.226, -0.328, 1.426], [2.918, -3.107, 0.857], [3.633, -4.177, 2.057], [4.533, -2.785, 1.502], [3.740, -1.880, 3.493], [2.402, -2.991, 3.580], [0.645, -1.611, 4.073], [-1.051, -0.281, 4.830], [-1.641, 1.155, 3.992], [-2.031, -1.628, 2.880], [-3.222, -0.847, 3.968], [-1.488, 1.798, 0.809], [-1.441, 2.302, 2.473], [0.293, 3.306, 0.378], [0.834, 4.991, 2.074], [1.598, 3.422, 2.407], [0.113, 3.894, 3.238], [-5.797, 2.294, -1.722], [-5.525, 1.768, -2.914], [-4.678, 0.686, -3.101], [-4.081, 0.117, -1.988], [-4.353, 0.652, -0.739], [-5.214, 1.737, -0.663], [-6.010, 2.241, -3.761], [-4.493, 0.303, -4.096], [-3.411, -0.727, -2.093], [-3.907, 0.242, 0.156], [-5.449, 2.185, 0.296], [1.700, -0.335, -4.846], [2.087, -0.818, -6.025], [2.918, -1.920, -6.168], [3.374, -2.555, -5.024], [2.980, -2.064, -3.790], [2.145, -0.957, -3.757], [1.712, -0.294, -6.896], [3.199, -2.268, -7.152], [4.024, -3.418, -5.094], [3.312, -2.526, -2.870], [1.815, -0.545, -2.811]],
  "orbital_gap_ev": 8.1,
  "energy_ha": -1625.73560,
  "lumo_energy_ha": -0.0171,
  "de_lowest_kj_mol": 0.00
}


Please write out number 2 again, unchanged.
{
  "formula": "C22H26FN5S",
  "method": "wB97M-V/def2-TZVPD",
  "species": ["C", "C", "C", "C", "C", "C", "C", "F", "C", "C", "N", "C", "C", "N", "S", "N", "C", "H", "H", "H", "H", "H", "H", "H", "H", "H", "H", "H", "H", "H", "H", "H", "H", "N", "C", "C", "C", "C", "C", "H", "H", "H", "H", "H", "N", "C", "C", "C", "C", "C", "H", "H", "H", "H", "H"],
  "positions_angstrom": [[3.535, -3.135, 1.750], [2.931, -2.320, 2.905], [1.991, -1.209, 2.521], [0.867, -0.961, 3.234], [-0.062, 0.103, 2.969], [-1.282, 0.137, 3.851], [-2.417, -0.679, 3.255], [-2.953, 0.011, 2.164], [0.136, 0.971, 1.941], [-0.809, 2.117, 1.602], [-0.211, 3.384, 1.247], [0.638, 3.941, 2.283], [1.301, 0.734, 1.148], [1.654, 1.432, 0.062], [3.016, 0.812, -0.484], [3.254, -0.367, 0.576], [2.226, -0.328, 1.426], [2.918, -3.107, 0.857], [3.633, -4.177, 2.057], [4.533, -2.785, 1.502], [3.740, -1.880, 3.493], [2.402, -2.991, 3.580], [0.645, -1.611, 4.073], [-1.051, -0.281, 4.830], [-1.641, 1.155, 3.992], [-2.031, -1.628, 2.880], [-3.222, -0.847, 3.968], [-1.488, 1.798, 0.809], [-1.441, 2.302, 2.473], [0.293, 3.306, 0.378], [0.834, 4.991, 2.074], [1.598, 3.422, 2.407], [0.113, 3.894, 3.238], [-5.797, 2.294, -1.722], [-5.525, 1.768, -2.914], [-4.678, 0.686, -3.101], [-4.081, 0.117, -1.988], [-4.353, 0.652, -0.739], [-5.214, 1.737, -0.663], [-6.010, 2.241, -3.761], [-4.493, 0.303, -4.096], [-3.411, -0.727, -2.093], [-3.907, 0.242, 0.156], [-5.449, 2.185, 0.296], [1.700, -0.335, -4.846], [2.087, -0.818, -6.025], [2.918, -1.920, -6.168], [3.374, -2.555, -5.024], [2.980, -2.064, -3.790], [2.145, -0.957, -3.757], [1.712, -0.294, -6.896], [3.199, -2.268, -7.152], [4.024, -3.418, -5.094], [3.312, -2.526, -2.870], [1.815, -0.545, -2.811]],
  "orbital_gap_ev": 8.1,
  "energy_ha": -1625.73560,
  "lumo_energy_ha": -0.0171,
  "de_lowest_kj_mol": 0.00
}


Copy entry 1 word for word.
{
  "formula": "C20H31N3O8",
  "method": "wB97M-V/def2-TZVPD",
  "species": ["N", "C", "C", "C", "C", "C", "C", "C", "N", "C", "C", "C", "C", "O", "N", "C", "O", "H", "H", "H", "H", "H", "H", "H", "H", "H", "H", "H", "H", "H", "H", "H", "C", "C", "O", "C", "O", "O", "C", "H", "H", "H", "H", "H", "H", "H", "H", "C", "C", "O", "C", "O", "O", "C", "H", "H", "H", "H", "H", "H", "H", "H"],
  "positions_angstrom": [[4.141, -3.099, 3.267], [3.776, -3.731, 1.935], [4.360, -2.873, 0.633], [3.144, -1.884, 0.150], [3.200, -0.363, 0.760], [4.669, 0.403, 0.969], [4.777, 1.959, 1.568], [6.287, 2.570, 1.765], [6.415, 4.056, 1.512], [3.367, 2.758, 1.916], [1.948, 1.966, 1.699], [1.815, 0.434, 1.130], [0.234, 0.007, 1.054], [-0.393, -1.060, 0.552], [-0.526, 1.168, 1.730], [0.385, 2.392, 1.955], [0.036, 3.624, 2.345], [3.380, -2.490, 3.643], [5.048, -2.588, 3.193], [2.585, -3.764, 1.885], [4.248, -4.809, 1.871], [5.335, -2.326, 0.984], [4.697, -3.602, -0.247], [3.253, -1.777, -1.032], [2.064, -2.338, 0.319], [5.683, -0.163, 0.694], [6.990, 2.031, 0.967], [6.713, 2.270, 2.839], [6.268, 4.499, 2.467], [7.441, 4.240, 1.302], [3.378, 3.850, 2.336], [-0.929, 0.801, 2.644], [-7.263, -3.128, 1.035], [-6.105, -4.081, 1.279], [-5.097, -3.945, 0.271], [-4.324, -2.834, 0.351], [-4.412, -1.957, 1.199], [-3.453, -2.845, -0.688], [-2.655, -1.665, -0.780], [-7.670, -3.270, 0.029], [-8.057, -3.291, 1.768], [-6.944, -2.084, 1.103], [-6.469, -5.111, 1.223], [-5.669, -3.946, 2.277], [-2.120, -1.476, 0.156], [-3.282, -0.813, -1.047], [-1.917, -1.816, -1.573], [-0.811, 2.496, -2.158], [-2.298, 2.585, -1.855], [-2.991, 3.327, -2.864], [-3.173, 2.692, -4.048], [-2.804, 1.558, -4.319], [-3.810, 3.540, -4.893], [-3.960, 3.025, -6.216], [-0.388, 3.497, -2.292], [-0.282, 1.991, -1.346], [-0.623, 1.946, -3.083], [-2.442, 3.124, -0.913], [-2.749, 1.593, -1.732], [-4.466, 2.054, -6.208], [-2.983, 2.950, -6.698], [-4.575, 3.728, -6.785]],
  "orbital_gap_ev": 7.3,
  "energy_ha": -1546.46743,
  "smiles": "NCCCc1cc(CN)cc2c1C(=O)NC2=O.CCOC(=O)OC.CCOC(=O)OC",
  "lumo_energy_ha": -0.0605,
  "de_lowest_kj_mol": 1019.86
}


What did the first record say?
{
  "formula": "C20H31N3O8",
  "method": "wB97M-V/def2-TZVPD",
  "species": ["N", "C", "C", "C", "C", "C", "C", "C", "N", "C", "C", "C", "C", "O", "N", "C", "O", "H", "H", "H", "H", "H", "H", "H", "H", "H", "H", "H", "H", "H", "H", "H", "C", "C", "O", "C", "O", "O", "C", "H", "H", "H", "H", "H", "H", "H", "H", "C", "C", "O", "C", "O", "O", "C", "H", "H", "H", "H", "H", "H", "H", "H"],
  "positions_angstrom": [[4.141, -3.099, 3.267], [3.776, -3.731, 1.935], [4.360, -2.873, 0.633], [3.144, -1.884, 0.150], [3.200, -0.363, 0.760], [4.669, 0.403, 0.969], [4.777, 1.959, 1.568], [6.287, 2.570, 1.765], [6.415, 4.056, 1.512], [3.367, 2.758, 1.916], [1.948, 1.966, 1.699], [1.815, 0.434, 1.130], [0.234, 0.007, 1.054], [-0.393, -1.060, 0.552], [-0.526, 1.168, 1.730], [0.385, 2.392, 1.955], [0.036, 3.624, 2.345], [3.380, -2.490, 3.643], [5.048, -2.588, 3.193], [2.585, -3.764, 1.885], [4.248, -4.809, 1.871], [5.335, -2.326, 0.984], [4.697, -3.602, -0.247], [3.253, -1.777, -1.032], [2.064, -2.338, 0.319], [5.683, -0.163, 0.694], [6.990, 2.031, 0.967], [6.713, 2.270, 2.839], [6.268, 4.499, 2.467], [7.441, 4.240, 1.302], [3.378, 3.850, 2.336], [-0.929, 0.801, 2.644], [-7.263, -3.128, 1.035], [-6.105, -4.081, 1.279], [-5.097, -3.945, 0.271], [-4.324, -2.834, 0.351], [-4.412, -1.957, 1.199], [-3.453, -2.845, -0.688], [-2.655, -1.665, -0.780], [-7.670, -3.270, 0.029], [-8.057, -3.291, 1.768], [-6.944, -2.084, 1.103], [-6.469, -5.111, 1.223], [-5.669, -3.946, 2.277], [-2.120, -1.476, 0.156], [-3.282, -0.813, -1.047], [-1.917, -1.816, -1.573], [-0.811, 2.496, -2.158], [-2.298, 2.585, -1.855], [-2.991, 3.327, -2.864], [-3.173, 2.692, -4.048], [-2.804, 1.558, -4.319], [-3.810, 3.540, -4.893], [-3.960, 3.025, -6.216], [-0.388, 3.497, -2.292], [-0.282, 1.991, -1.346], [-0.623, 1.946, -3.083], [-2.442, 3.124, -0.913], [-2.749, 1.593, -1.732], [-4.466, 2.054, -6.208], [-2.983, 2.950, -6.698], [-4.575, 3.728, -6.785]],
  "orbital_gap_ev": 7.3,
  "energy_ha": -1546.46743,
  "smiles": "NCCCc1cc(CN)cc2c1C(=O)NC2=O.CCOC(=O)OC.CCOC(=O)OC",
  "lumo_energy_ha": -0.0605,
  "de_lowest_kj_mol": 1019.86
}